[1]
# C29H35BF4IrN7O2Sb

A molecular structure, C29H35BF4IrN7O2Sb (ωB97M-V/def2-TZVPD, the Open Molecules 2025 dataset).

Properties
- highest occupied orbital energy (spin up / spin down) (eV) = -13.26 / -13.26
- multiplicity = 2
- net charge = +2
- relative energy (zero: lowest compared OMol25 entry of this formula, charge and spin) (kJ/mol) = 0.0
- orbital gap (spin up / spin down) (Ha) = 0.2761 / 0.1692

Positions of all 80 atoms, in Å:
Ir: 0.7858 -0.1392 -1.6218
Sb: 0.7073 -2.3297 -3.0085
F: -0.9818 -2.9778 -0.4788
F: -2.6782 -1.8049 0.5415
F: -1.2697 -0.7206 -0.9031
F: -2.7596 -2.2574 -1.7266
O: -0.4598 0.5975 -3.1649
O: -4.6612 4.0381 1.3464
N: 0.2650 2.7575 -3.3744
N: 2.1531 -0.7299 -0.2255
N: 3.3674 -0.6636 -0.5405
N: 0.3702 1.6053 -0.3983
N: -3.4636 3.1324 3.0342
N: -2.8787 2.7843 0.7229
N: -1.2902 1.8489 -4.8133
C: -3.0538 0.7147 3.0721
C: 2.7425 0.8224 -3.7981
C: -3.1942 2.0731 5.1293
C: -0.6517 -2.2323 -4.6203
C: 4.0465 0.9175 -4.2696
C: -0.6530 2.9327 1.8166
C: -0.9337 1.8943 -0.3130
C: -2.9002 -0.3911 3.8510
C: -3.2267 1.9829 3.7007
C: 3.5995 -0.1386 -1.7963
C: 1.9268 -1.0595 1.1648
C: 1.4678 -1.6053 3.8423
C: 4.9131 -0.0513 -2.2627
C: 1.1766 1.9859 0.6044
C: 2.4859 0.2983 -2.5317
C: -2.8773 -0.3102 5.2687
C: -0.4759 1.7098 -3.7591
C: 0.6152 -4.2851 -2.2222
C: 0.6981 2.6518 1.7139
C: 3.0061 -1.2971 2.0156
C: -1.4904 2.5465 0.7778
C: 5.1350 0.4839 -3.5134
C: -3.0166 0.9569 5.8834
C: -3.7227 3.3561 1.6365
C: 0.6319 -1.0706 1.6505
C: 2.5547 -2.6176 -4.0134
C: -2.7379 -1.5474 6.0750
C: 0.4068 -1.3496 2.9907
C: 2.7678 -1.5733 3.3488
B: -1.9719 -2.0322 -0.6322
H: 2.4998 -3.5146 -4.6288
H: -2.9920 1.0287 6.9626
H: -3.6446 -2.1522 5.9639
H: -1.5612 1.5568 -1.1264
H: 6.1378 0.5643 -3.9079
H: 0.3071 3.6020 -3.9186
H: -2.5884 -1.3411 7.1315
H: -3.8783 3.8844 3.5769
H: 4.2190 1.3254 -5.2578
H: -0.4092 -4.5718 -2.0052
H: 3.3231 -2.7616 -3.2538
H: 2.2275 1.7574 0.4932
H: -0.6116 -1.3784 3.3561
H: -2.8078 -1.3553 3.3698
H: 1.3850 2.9491 2.4931
H: -3.3188 3.0432 5.5950
H: 0.9607 2.6115 -2.6611
H: 3.6035 -1.7684 4.0070
H: 1.0527 -4.9322 -2.9791
H: -3.0906 0.6108 1.9976
H: 5.7232 -0.4015 -1.6368
H: 4.0155 -1.2762 1.6344
H: -1.0278 3.4591 2.6830
H: 1.1969 -4.3149 -1.3043
H: 2.8233 -1.7710 -4.6375
H: 1.9407 1.1443 -4.4488
H: -0.1081 -1.8920 -5.4992
H: -3.2705 2.8498 -0.2073
H: 1.2930 -1.8285 4.8864
H: -1.3839 2.7118 -5.3195
H: -1.8575 1.0644 -5.0858
H: -0.1965 -0.8587 1.0025
H: -1.9170 -2.1628 5.7002
H: -1.4676 -1.5589 -4.3773
H: -1.0512 -3.2289 -4.7976

Forces on atoms 1 to 2 (eV/Å):
Ir -0.62 0.35 -0.33
Sb 0.85 -0.30 -0.29

[2]
# C3H6N4O

A single C3H6N4O molecule (ωB97M-V/def2-TZVPD, the Open Molecules 2025 dataset).

Properties
- structure (SMILES) = CCn1nnc(=O)[nH]1
- highest occupied orbital energy (eV) = -9.66
- net charge = 0
- relative energy (zero: lowest compared OMol25 entry of this formula, charge and spin) (kJ/mol) = 319.7
- orbital gap (Ha) = 0.3568

Positions of all 14 atoms, in Å:
O: 3.6667 -0.1594 0.0481
N: 1.7886 1.4643 0.1372
N: 0.5735 1.2527 -0.1377
N: 1.4500 -0.7281 -0.0420
N: 0.3042 -0.0769 -0.2573
C: -2.0351 0.3751 -0.0131
C: -0.8497 -0.6053 0.3165
C: 2.4784 0.1753 0.0937
H: 1.5612 -1.4575 -0.8229
H: -1.9596 1.4165 0.3142
H: -1.0238 -1.5313 -0.2369
H: -2.1341 0.4163 -1.0882
H: -0.7456 -0.6085 1.4634
H: -3.0745 0.0669 0.2250

Forces on atoms 1 to 2 (eV/Å):
O -2.44 1.58 0.42
N 0.50 -0.67 -0.71

[3]
# C34H94N8O10

9 unconnected molecules or ions with the total composition C34H94N8O10 (ωB97M-V/def2-TZVPD, the Open Molecules 2025 dataset).

Properties
- structure (SMILES) = COC[C@H](C)N.COC[C@H](C)N.COC[C@H](C)N.COC[C@H](C)N.COC[C@H](C)N.COC[C@H](C)N.COC[C@H](C)N.COC[C@H](C)N.OCCO
- highest occupied orbital energy (eV) = -8.74
- net charge = 0
- relative energy (zero: lowest compared OMol25 entry of this formula, charge and spin) (kJ/mol) = 201.6
- orbital gap (Ha) = 0.3345

Positions of all 146 atoms, in Å:
O: 13.2890 8.4378 17.4168
O: 15.7365 14.0645 16.5687
O: 16.4923 14.0015 21.5362
O: 10.1233 10.3605 15.1108
O: 16.9498 15.0088 12.0192
O: 9.3367 13.4707 10.0403
O: 13.7924 13.4888 14.6329
O: 13.1461 16.9094 18.4500
O: 10.2890 17.6304 11.0918
O: 18.0671 17.3800 18.1287
N: 16.7022 13.3726 25.2203
N: 10.4070 17.2286 14.1129
N: 16.5986 8.3595 15.6736
N: 13.3582 19.7127 18.8229
N: 11.0005 13.4480 13.3844
N: 9.6616 7.3715 13.1557
N: 16.5422 15.1350 9.2780
N: 20.1128 15.4237 19.2630
C: 8.4866 8.0432 15.2258
C: 16.8159 17.9861 18.2644
C: 11.8685 16.3489 18.8282
C: 15.6214 14.8482 20.7612
C: 14.0397 15.4809 9.6786
C: 11.2825 17.9771 13.2197
C: 9.3917 13.4668 11.4925
C: 9.2383 8.4429 13.9894
C: 16.7807 11.8749 23.3964
C: 15.5085 15.7359 10.0810
C: 10.8559 13.3064 11.9587
C: 10.6021 18.6435 12.0758
C: 15.6311 15.2195 11.5531
C: 14.9688 10.1637 15.4357
C: 14.3986 7.9940 16.6589
C: 17.2127 14.6297 13.3319
C: 13.7208 8.6718 18.7385
C: 15.4876 9.0093 16.2772
C: 19.7145 14.1968 17.1601
C: 7.9758 13.7347 9.6798
C: 14.3653 13.9368 16.8346
C: 18.1646 16.0489 17.7177
C: 12.4358 17.0578 12.7807
C: 12.2694 20.1354 16.5883
C: 12.4193 19.2117 17.8061
C: 12.9669 17.8327 17.3581
C: 17.0013 13.2797 23.8062
C: 9.7396 18.1189 9.9467
C: 11.3118 11.8851 11.5511
C: 19.6368 15.5845 17.8255
C: 16.1674 14.2110 22.9387
C: 10.5155 9.2094 14.4294
C: 13.5114 14.3458 15.7441
C: 11.1260 10.8739 15.9752
H: 16.7595 13.6701 13.5982
H: 17.1434 7.7910 16.3179
H: 10.3057 18.8971 9.3959
H: 8.9563 14.3715 11.9444
H: 12.3905 17.3723 16.5317
H: 12.9666 13.5089 14.0669
H: 14.1398 20.2271 18.4381
H: 10.6655 11.5702 16.6554
H: 11.1989 19.3996 11.5703
H: 11.7118 18.8225 13.7655
H: 15.8636 15.9090 20.9785
H: 8.1000 8.9234 15.7329
H: 18.0646 13.5842 23.6954
H: 17.5033 11.1398 23.7305
H: 19.4247 14.3365 16.1095
H: 16.3052 7.8358 14.8531
H: 13.7650 18.9302 19.3764
H: 10.7221 12.5607 13.7871
H: 12.8529 8.8140 19.3741
H: 13.7391 16.0878 8.8165
H: 15.7864 11.5587 23.6996
H: 10.7629 11.1989 12.2019
H: 11.4041 19.1080 18.2015
H: 9.7505 19.2914 12.4028
H: 8.8343 6.7994 13.0122
H: 12.0622 16.1619 12.2524
H: 18.9450 13.5597 17.5943
H: 9.2075 7.6183 15.9394
H: 11.2271 9.3914 13.6402
H: 12.3902 11.7352 11.6896
H: 12.1902 21.1511 17.0071
H: 17.8213 15.9624 16.6780
H: 15.6611 16.8379 10.1012
H: 9.8715 7.7565 12.2299
H: 15.1793 14.2214 11.6016
H: 17.5302 15.3653 18.2844
H: 15.7301 10.9269 15.3353
H: 20.6781 13.7153 17.1214
H: 8.5932 9.1556 13.4750
H: 16.1749 17.4311 18.9610
H: 15.9108 9.4433 17.1875
H: 20.3282 16.2833 17.3524
H: 16.1978 15.2689 23.2243
H: 8.7375 18.5258 10.0277
H: 11.4658 14.0788 11.4716
H: 17.3462 14.8294 9.8329
H: 12.1247 15.4131 19.3027
H: 16.9586 11.9408 22.3069
H: 14.5580 9.8018 14.5055
H: 15.1025 13.9944 23.1339
H: 16.1840 14.3316 8.7867
H: 14.0863 12.8977 17.1407
H: 15.7024 13.2051 25.2893
H: 14.3018 7.8260 19.1265
H: 15.8226 13.4865 15.7820
H: 9.6240 17.8134 14.4226
H: 14.3595 9.5651 18.8324
H: 15.8118 14.6232 19.7130
H: 13.8558 14.4284 9.4529
H: 14.5818 14.6215 21.0665
H: 7.2857 12.9385 9.9515
H: 11.1018 8.5513 15.0684
H: 12.4664 14.2922 15.9805
H: 16.3397 18.0691 17.2582
H: 14.8688 7.0983 17.0961
H: 13.9644 17.9392 16.9290
H: 13.1525 17.4815 12.1016
H: 14.1741 14.6735 17.6141
H: 16.8243 14.3043 25.6004
H: 11.2458 16.1071 17.9614
H: 7.6190 7.4197 15.0366
H: 13.4343 15.7769 10.5402
H: 16.7437 15.2346 14.0832
H: 7.5321 14.6710 10.0913
H: 19.9420 16.2888 19.7636
H: 11.3646 17.0504 19.4638
H: 16.9907 18.9603 18.7178
H: 19.6741 14.6845 19.7846
H: 14.1526 10.6795 15.9323
H: 9.9928 16.3652 13.7640
H: 11.6326 10.1002 16.5510
H: 12.9226 16.7197 13.6926
H: 11.4423 19.9270 15.9328
H: 10.4388 14.1455 13.8399
H: 11.0460 11.6675 10.5183
H: 13.1983 20.1638 16.0208
H: 18.2954 14.5179 13.4345
H: 15.0867 15.8929 12.2072
H: 9.6472 17.2943 9.2720
H: 8.8463 12.5959 11.8471
H: 11.9701 11.3966 15.5035
H: 13.7403 15.3967 15.5824
H: 7.9565 13.7853 8.5929
H: 14.0782 7.6620 15.6432

Forces on atoms 1 to 2 (eV/Å):
O 0.74 -0.11 -0.19
O 0.17 -0.97 -1.27